# C18H21BeN3O4P

C18H21BeN3O4P as an isolated structure (the ωB97M-V functional and the def2-TZVPD basis, the Open Molecules 2025 dataset).

Values from the calculation:
E_LUMO	-2.6	eV
ΔE to the lowest compared entry with this formula, charge and spin	3.3	kcal per mole
energy	-1519.79323	Ha
gap between HOMO and LUMO	0.2948	hartree
spin multiplicity	1
HOMO level	-10.652	eV
net charge	+1

Last column: natural (NBO) charge in e.
Element x y z (Å)
Be (0.067, -1.149, 0.497)  1.677
O (2.719, 0.759, 1.256)  -0.609
C (1.771, 0.937, 0.529)  0.813
O (0.960, -0.040, 0.170)  -1.050
C (1.371, 2.301, 0.006)  -0.821
P (-0.468, 2.580, 0.119)  0.821
C (-0.523, 4.377, -0.258)  -0.360
C (-0.290, 5.384, 0.678)  -0.155
C (-0.349, 6.717, 0.298)  -0.221
C (-0.636, 7.058, -1.016)  -0.193
C (-0.865, 6.064, -1.955)  -0.206
C (-0.816, 4.731, -1.575)  -0.196
C (-0.733, 2.608, 1.940)  -0.241
C (-2.052, 2.802, 2.365)  -0.256
C (-2.381, 2.779, 3.711)  -0.213
C (-1.402, 2.517, 4.666)  -0.229
C (-0.088, 2.331, 4.260)  -0.222
C (0.248, 2.390, 2.909)  -0.283
H (1.605, 2.323, -1.061)  0.269
H (1.943, 3.084, 0.499)  0.249
H (-0.057, 5.130, 1.704)  0.203
H (-0.170, 7.490, 1.034)  0.220
H (-0.680, 8.100, -1.307)  0.222
H (-1.095, 6.325, -2.980)  0.222
H (-1.011, 3.951, -2.304)  0.216
H (-2.823, 3.001, 1.627)  0.227
H (-3.398, 2.983, 4.024)  0.222
H (-1.656, 2.492, 5.718)  0.226
H (0.688, 2.171, 4.998)  0.227
H (1.291, 2.307, 2.624)  0.239
C (-4.201, -0.700, 2.675)  -0.275
O (-3.447, -0.705, 1.448)  -0.438
C (-2.168, -0.925, 1.442)  0.930
O (-1.562, -0.999, 0.362)  -0.764
N (-1.496, -1.117, 2.603)  -0.478
N (-0.105, -1.236, 2.438)  -0.720
H (-5.213, -0.448, 2.382)  0.237
H (-3.824, 0.055, 3.363)  0.197
H (-4.184, -1.688, 3.133)  0.202
H (-1.850, -0.767, 3.481)  0.418
H (0.243, -2.028, 2.966)  0.403
H (0.364, -0.389, 2.760)  0.419
C (0.554, -5.070, -1.196)  -0.744
C (0.466, -3.779, -0.556)  0.532
N (0.398, -2.756, -0.053)  -0.576
H (1.479, -5.139, -1.768)  0.290
H (-0.295, -5.203, -1.865)  0.287
H (0.545, -5.855, -0.441)  0.283

# C17H16N4O2

One molecule with the formula C17H16N4O2 (the ωB97M-V functional and the def2-TZVPD basis, the Open Molecules 2025 dataset).

Values from the calculation:
E_LUMO	-1.4	eV
ΔE to the lowest compared entry with this formula, charge and spin	116.9	kcal per mole
energy	-1026.77012	Ha
gap between HOMO and LUMO	0.2673	hartree
spin multiplicity	1
HOMO level	-8.649	eV
net charge	0

Last column: natural (NBO) charge in e.
Element x y z (Å)
O (0.709, 1.410, -0.855)  -0.518
C (0.835, 0.667, -1.782)  0.576
C (1.853, -0.400, -1.720)  0.150
N (2.707, -0.764, -0.534)  -0.614
C (2.700, -0.168, 0.850)  -0.198
C (1.583, -0.716, 1.629)  -0.236
N (1.443, -0.356, 3.007)  -0.647
C (0.343, -0.882, 3.879)  -0.244
C (-0.860, -0.205, 3.386)  0.044
C (-2.098, -0.926, 3.459)  -0.279
C (-3.238, -0.158, 3.067)  0.056
N (-3.284, 1.090, 2.597)  -0.436
C (-2.107, 1.742, 2.506)  0.045
C (-0.975, 1.159, 2.971)  -0.286
C (2.098, -1.270, -2.785)  -0.316
C (1.182, -1.356, -3.907)  0.471
O (1.208, -2.263, -4.726)  -0.489
C (0.150, -0.258, -4.050)  0.135
N (-0.791, -0.259, -5.044)  -0.378
C (-1.829, 0.533, -5.099)  0.056
C (-2.040, 1.451, -4.054)  -0.222
C (-1.187, 1.488, -2.971)  -0.166
C (-0.063, 0.705, -3.009)  -0.172
H (3.306, -1.575, -0.616)  0.397
H (3.590, -0.681, 1.437)  0.197
H (2.752, 0.939, 0.844)  0.215
H (0.757, -0.387, 1.053)  0.167
H (1.719, -1.756, 1.666)  0.186
H (1.675, 0.622, 3.201)  0.364
H (0.195, -1.924, 3.717)  0.209
H (0.374, -0.610, 5.013)  0.229
H (-2.280, -1.941, 3.543)  0.218
H (-4.235, -0.664, 3.151)  0.184
H (-2.008, 2.810, 2.151)  0.199
H (-0.209, 1.847, 2.941)  0.207
H (2.874, -2.004, -2.577)  0.223
H (-2.388, 0.581, -6.032)  0.204
H (-2.862, 2.174, -3.958)  0.217
H (-1.599, 2.303, -2.351)  0.251

# C25H28BaCl5O2

C25H28BaCl5O2 as an isolated structure (the ωB97M-V functional and the def2-TZVPD basis, the Open Molecules 2025 dataset).

Values from the calculation:
E_LUMO	1.8	eV
ΔE to the lowest compared entry with this formula, charge and spin	0.0	kcal per mole
energy	-3446.36404	Ha
gap between HOMO and LUMO	0.2121	hartree
spin multiplicity	1
HOMO level	-3.986	eV
net charge	-1

Last column: natural (NBO) charge in e.
Element x y z (Å)
O (0.183, 0.003, -5.372)  -0.551
C (0.062, 1.295, -6.045)  -0.059
C (-0.153, 0.704, -7.437)  -0.465
H (0.995, 1.852, -5.947)  0.178
H (-0.792, 1.864, -5.672)  0.180
C (0.042, -0.643, -6.675)  0.275
H (0.647, 0.929, -8.139)  0.209
H (-1.162, 0.846, -7.823)  0.209
C (1.299, -1.362, -7.118)  -0.626
H (2.161, -0.687, -7.120)  0.212
H (1.148, -1.733, -8.144)  0.209
H (1.514, -2.215, -6.464)  0.219
C (-1.171, -1.538, -6.768)  -0.626
H (-2.079, -1.001, -6.479)  0.215
H (-1.049, -2.419, -6.129)  0.218
H (-1.288, -1.874, -7.809)  0.210
Ba (0.218, 0.375, 2.455)  1.773
C (-2.598, -0.750, 3.534)  -0.359
C (-2.658, 0.649, 3.795)  -0.379
C (-2.797, 1.325, 2.547)  -0.429
H (-2.676, 1.110, 4.785)  0.214
C (-2.828, 0.335, 1.519)  -0.396
C (-2.657, -0.942, 2.125)  -0.394
H (-2.619, -1.894, 1.607)  0.203
H (-2.592, -1.534, 4.284)  0.211
H (-2.935, 2.400, 2.403)  0.198
H (-3.039, 0.517, 0.462)  0.192
C (1.232, -2.243, 3.917)  -0.354
C (0.256, -2.702, 2.991)  -0.363
C (0.766, -2.519, 1.675)  -0.417
H (-0.697, -3.164, 3.245)  0.212
C (2.072, -1.944, 1.787)  -0.424
C (2.343, -1.748, 3.175)  -0.402
H (3.273, -1.358, 3.600)  0.208
H (1.169, -2.323, 4.997)  0.217
H (0.279, -2.819, 0.749)  0.199
H (2.763, -1.768, 0.963)  0.199
O (0.031, 0.436, -0.227)  -0.606
C (-0.326, -0.561, -1.230)  -0.066
C (-0.598, 0.221, -2.505)  -0.440
H (-1.214, -1.102, -0.868)  0.209
H (0.514, -1.272, -1.341)  0.182
C (0.186, 1.537, -2.337)  -0.431
H (-1.675, 0.424, -2.580)  0.196
H (-0.308, -0.305, -3.413)  0.257
C (0.283, 1.742, -0.825)  -0.078
H (-0.270, 2.361, -2.881)  0.212
H (1.191, 1.401, -2.746)  0.202
H (-0.472, 2.459, -0.447)  0.185
H (1.295, 2.072, -0.536)  0.181
Cl (-0.957, -0.731, 6.522)  0.007
C (0.283, 0.468, 6.530)  -0.084
C (0.830, 0.919, 5.358)  -0.407
C (1.770, 1.908, 5.309)  -0.095
Cl (2.360, 2.495, 3.766)  -0.071
C (2.248, 2.490, 6.518)  -0.106
Cl (3.441, 3.712, 6.486)  0.012
C (1.711, 2.041, 7.745)  -0.127
Cl (2.243, 2.739, 9.211)  0.022
C (0.725, 1.025, 7.767)  -0.099
Cl (0.076, 0.494, 9.251)  0.025

# C6H8N2O

One molecule with the formula C6H8N2O (the ωB97M-V functional and the def2-TZVPD basis, the Open Molecules 2025 dataset).

Values from the calculation:
E_LUMO (alpha / beta)	-0.8 / -0.2	eV
ΔE to the lowest compared entry with this formula, charge and spin	123.6	kcal per mole
energy	-417.98627	Ha
gap between HOMO and LUMO (alpha / beta)	0.2526 / 0.3001	hartree
spin multiplicity	1
HOMO level (alpha / beta)	-7.655 / -8.394	eV
net charge	0

Last column: natural (NBO) charge in e.
Element x y z (Å)
C (-1.151, -0.265, 0.319)  -0.273
C (-0.674, -1.532, 0.013)  0.239
C (-0.167, 0.891, 0.534)  0.646
C (-2.447, 0.075, 0.384)  -0.236
C (-0.605, -2.810, -0.175)  -0.473
C (1.887, 1.872, -0.207)  -0.426
N (1.606, -0.517, -0.242)  -0.423
N (1.086, 0.691, 0.085)  -0.278
O (-0.551, 1.944, 1.011)  -0.618
H (-2.705, 1.094, 0.626)  0.232
H (-3.240, -0.639, 0.237)  0.198
H (0.291, -3.308, -0.506)  0.239
H (-1.460, -3.457, -0.002)  0.219
H (2.895, 1.728, 0.178)  0.207
H (1.938, 2.024, -1.291)  0.192
H (1.425, 2.735, 0.271)  0.250
H (1.870, -0.525, -1.234)  0.304